Record 1
91
Properties=species:S:1:pos:R:3:lowdin_charge:R:1 method="wB97M-V/def2-TZVPD" mol_weight_da=901.8 homo_energy_ev="-5.26 / -5.24" total_charge=-1 e_lumo_ha="0.0330 / 0.0322"
Pd 0.443 -0.662 0.842 1.0319
C -6.538 -3.797 1.649 -0.0593
C -5.035 -3.802 1.534 -0.2799
C -4.266 -2.896 2.253 -0.0347
C -2.883 -2.862 2.122 -0.0589
C -2.256 -3.756 1.267 -0.2950
C -3.007 -4.681 0.550 -0.0587
C -4.384 -4.697 0.687 -0.0454
S -0.500 -3.710 0.980 0.5217
O 0.017 -4.923 1.560 -0.2963
O -0.349 -3.503 -0.444 -0.3547
N 0.011 -2.403 1.718 -0.3624
C 0.256 -2.243 3.143 -0.1648
C -0.433 -0.913 3.575 -0.6400
O -0.800 -0.780 4.732 0.0314
O -0.547 0.000 2.650 -0.1147
H -6.963 -2.917 1.162 0.0790
H -6.855 -3.776 2.693 0.0758
H -6.973 -4.680 1.180 0.0687
H -4.751 -2.195 2.923 0.1176
H -2.307 -2.132 2.670 0.0932
H -2.511 -5.372 -0.121 0.1169
H -4.970 -5.418 0.126 0.1061
H 1.320 -2.063 3.324 0.1082
H -0.072 -3.089 3.742 0.1202
N 0.813 1.137 0.270 -0.0022
C 1.657 1.947 -0.173 -0.3184
C 1.486 3.405 0.173 -0.1863
C 1.181 3.744 1.487 -0.0256
C 0.997 5.075 1.836 -0.0828
C 1.100 6.069 0.871 -0.1057
C 1.406 5.732 -0.443 -0.0948
C 1.612 4.403 -0.787 -0.0471
C 2.886 1.534 -0.929 -0.1632
C 4.069 2.261 -0.798 -0.0367
C 5.219 1.851 -1.456 -0.0906
C 5.196 0.714 -2.255 -0.0946
C 4.022 -0.014 -2.386 -0.0710
C 2.872 0.394 -1.725 -0.0416
H 1.092 2.955 2.224 0.1192
H 0.762 5.333 2.861 0.0991
H 0.947 7.107 1.141 0.0929
H 1.484 6.504 -1.199 0.0948
H 1.857 4.136 -1.809 0.1158
H 4.092 3.139 -0.166 0.1137
H 6.136 2.415 -1.336 0.0968
H 6.097 0.386 -2.760 0.0976
H 3.999 -0.914 -2.987 0.1079
H 1.964 -0.195 -1.801 0.0832
C -3.893 3.320 -0.782 -0.1182
C -2.477 3.040 -0.283 -0.2651
C -2.436 2.057 0.887 -0.2775
C -2.825 0.642 0.467 -0.3286
Ge -1.583 -0.563 -0.451 0.9553
C -0.956 -0.177 -2.266 -0.3335
C -1.926 -0.701 -3.333 -0.2929
C -3.251 0.054 -3.445 -0.2705
C -3.084 1.469 -3.993 -0.1115
H -3.898 4.060 -1.586 0.0665
H -4.513 3.706 0.032 0.0718
H -4.382 2.424 -1.169 0.0521
H -2.017 3.982 0.011 0.1002
H -1.864 2.649 -1.103 0.0836
H -3.128 2.411 1.660 0.1105
H -1.451 2.050 1.345 0.0660
H -3.696 0.661 -0.198 0.0454
H -3.121 0.049 1.337 0.0492
H -2.479 -1.798 -0.644 0.0112
H -0.006 -0.717 -2.356 0.0490
H -0.721 0.883 -2.380 0.0544
H -2.130 -1.757 -3.133 0.0967
H -1.430 -0.664 -4.310 0.1067
H -3.735 0.092 -2.465 0.0818
H -3.928 -0.506 -4.094 0.1028
H -2.482 2.094 -3.332 0.0527
H -4.046 1.968 -4.122 0.0678
H -2.586 1.445 -4.967 0.0727
Br 7.015 -4.470 -0.720 0.6997
C 6.358 -2.897 0.125 -0.6785
C 7.266 -1.983 0.636 -0.1407
C 6.782 -0.838 1.258 -0.0742
C 5.416 -0.623 1.366 -0.0201
C 4.524 -1.545 0.837 -0.1233
C 4.992 -2.692 0.205 -0.0606
C 3.047 -1.262 0.907 -0.6211
O 2.303 -1.811 0.045 -0.0479
O 2.630 -0.482 1.790 -0.0291
H 8.328 -2.166 0.552 0.0925
H 7.480 -0.115 1.662 0.1017
H 5.019 0.255 1.859 0.1192
H 4.286 -3.393 -0.217 0.1178

Record 2
90
Properties=species:S:1:pos:R:3:lowdin_charge:R:1 method="wB97M-V/def2-TZVPD" multiplicity=4 mol_weight_da=946.9 homo_energy_ev="-7.52 / -7.91" total_charge=0 e_lumo_ha="-0.0238 / -0.0598"
Re 0.322 -0.253 0.530 1.2143
Cl 0.986 0.420 2.667 0.8254
C 2.296 1.548 2.514 -0.5882
C 2.991 1.946 3.643 -0.0930
C 4.014 2.872 3.518 -0.0699
C 4.328 3.399 2.273 -0.0940
C 3.637 2.985 1.152 -0.6894
Cl 4.031 3.621 -0.393 0.7139
C 2.613 2.027 1.241 -0.6618
S 1.849 1.463 -0.216 0.7041
H 2.735 1.527 4.602 0.1103
H 4.572 3.188 4.384 0.1100
H 5.102 4.140 2.168 0.1085
C 4.008 -2.017 0.721 -0.0485
C 2.663 -2.401 0.095 -0.3788
C 2.299 -3.865 0.341 -0.0271
C 2.632 -2.062 -1.378 -0.1361
C 3.667 -2.511 -2.186 -0.0334
C 3.735 -2.172 -3.523 -0.0586
C 2.793 -1.312 -4.057 -0.0290
C 1.726 -0.871 -3.295 -0.1465
C 0.790 0.182 -3.839 -0.3700
C 1.545 1.514 -3.902 -0.0482
C 0.218 -0.198 -5.203 -0.0553
C 1.593 -1.314 -1.965 -0.2100
N 0.406 -1.017 -1.280 -0.1570
C -0.767 -1.652 -1.810 -0.3700
C -2.010 -0.786 -1.805 -0.1241
C -2.921 -1.053 -2.818 -0.0277
C -4.121 -0.375 -2.929 -0.0736
C -4.450 0.569 -1.968 -0.0689
C -3.568 0.849 -0.952 -0.0262
C -2.307 0.221 -0.854 -0.2285
N -1.445 0.621 0.119 -0.1127
C -1.786 1.699 0.973 -0.2249
C -1.489 3.018 0.584 -0.1381
C -1.740 4.043 1.486 -0.0273
C -2.271 3.787 2.736 -0.0590
C -2.608 2.495 3.089 -0.0316
C -2.392 1.438 2.215 -0.1526
C -2.869 0.048 2.565 -0.3821
C -4.397 0.028 2.677 -0.0404
C -2.225 -0.494 3.842 -0.0577
C -0.969 3.326 -0.802 -0.3829
C -2.109 3.861 -1.669 -0.0396
C 0.172 4.342 -0.783 -0.0841
H 3.989 -2.189 1.795 0.0833
H 4.215 -0.963 0.548 0.0799
H 4.827 -2.596 0.303 0.0765
H 1.908 -1.783 0.625 0.0526
H 3.001 -4.534 -0.152 0.0888
H 1.303 -4.079 -0.040 0.0711
H 2.299 -4.086 1.407 0.0899
H 4.431 -3.141 -1.759 0.1107
H 4.538 -2.546 -4.137 0.1042
H 2.889 -0.977 -5.077 0.1129
H -0.042 0.315 -3.143 0.1131
H 2.437 1.421 -4.517 0.0814
H 1.852 1.817 -2.904 0.0270
H 0.905 2.291 -4.314 0.0817
H 0.972 -0.108 -5.978 0.0728
H -0.615 0.453 -5.459 0.0819
H -0.132 -1.227 -5.188 0.0780
H -0.571 -1.973 -2.846 0.1562
H -2.681 -1.828 -3.530 0.1223
H -4.796 -0.594 -3.739 0.1004
H -5.395 1.089 -2.012 0.1093
H -3.832 1.567 -0.191 0.1158
H -1.521 5.061 1.209 0.1103
H -2.446 4.597 3.428 0.1044
H -3.054 2.308 4.054 0.1117
H -2.613 -0.635 1.755 0.0712
H -4.740 0.632 3.513 0.0769
H -4.733 -0.996 2.825 0.0842
H -4.849 0.394 1.760 0.0751
H -2.346 0.193 4.678 0.0767
H -1.164 -0.675 3.692 0.0194
H -2.680 -1.449 4.096 0.0890
H -0.599 2.401 -1.254 0.0939
H -2.566 4.730 -1.205 0.0834
H -2.875 3.106 -1.806 0.0586
H -1.728 4.150 -2.644 0.0814
H -0.193 5.335 -0.537 0.0762
H 0.643 4.386 -1.761 0.0795
H 0.936 4.058 -0.067 0.0363
O -1.440 -4.437 0.942 -0.3645
Se -1.610 -2.958 0.499 0.8802
O -0.949 -2.896 -1.148 -0.2044
O -0.630 -1.985 1.372 -0.5401
O -3.080 -2.437 0.452 -0.3489

no.,energy (Ha)
1,-7173.1249
2,-5643.8002